1.
The following is a quantum chemistry calculation of a cluster of 2 separate species, C10H21ClSi in total, from OMol25.

```
! RIJCOSX wB97M-V def2-TZVPD def2/J DEFGRID3
* xyz 0 3
C -4.43 1.83 -2.35
C -3.99 2.46 -3.27
C 3.27 -2.74 2.54
C -1.79 2.81 0.08
C 1.03 0.75 -1.59
C 1.83 -2.52 2.10
C -0.98 2.09 -0.99
C 1.73 -2.16 0.62
C 0.29 -1.93 0.15
C 0.14 1.20 -0.43
Si -0.56 -0.27 0.58
Cl -0.47 0.19 2.56
H -4.82 1.30 -1.53
H -3.60 3.00 -4.08
H 3.32 -2.99 3.59
H 3.73 -3.55 1.97
H 3.86 -1.84 2.37
H -2.29 2.09 0.73
H -2.54 3.44 -0.38
H -1.15 3.43 0.70
H 1.42 1.62 -2.12
H 1.87 0.15 -1.25
H 0.45 0.15 -2.31
H 1.39 -1.72 2.70
H 1.25 -3.43 2.29
H -1.65 1.49 -1.61
H -0.53 2.85 -1.65
H 2.34 -1.28 0.43
H 2.16 -2.99 0.04
H -0.32 -2.75 0.52
H 0.27 -2.01 -0.94
H 0.75 1.82 0.23
H -1.99 -0.48 0.27
*
```

Calculated values
**Lowest unoccupied orbital energy (spin up / spin down)**: 0.940 / -2.898 eV
**E_HOMO (spin up / spin down)**: -4.92 / -9.91 eV

***

2.
The following is a quantum chemistry calculation of a cluster of 2 separate species, C10H21N2O10P in total, from OMol25.

```
! RIJCOSX wB97M-V def2-TZVPD def2/J DEFGRID3
* xyz 0 1
O -1.28 -1.46 2.48
C -0.87 -1.90 1.40
C 0.41 -2.76 1.36
O 1.41 -2.32 2.31
C 1.03 -2.81 -0.05
O 2.11 -3.74 0.08
C 1.58 -1.45 -0.54
O 0.52 -0.51 -0.74
C 2.28 -1.57 -1.90
O 1.28 -1.89 -2.90
P 1.78 -1.71 -4.44
O 0.64 -1.53 -5.34
O 2.73 -0.47 -4.62
O 2.53 -3.01 -4.89
H -1.44 -1.73 0.50
H 0.10 -3.77 1.63
H 0.98 -2.07 3.16
H 0.30 -3.19 -0.77
H 2.55 -3.55 0.94
H 2.29 -1.06 0.20
H 0.14 -0.66 -1.63
H 2.77 -0.62 -2.12
H 3.05 -2.35 -1.87
H 2.75 -0.42 -5.58
H 1.78 -3.63 -4.94
C -3.47 4.09 -1.18
N -2.25 3.63 -0.53
C -2.22 2.68 0.41
O -3.23 2.09 0.79
C -0.84 2.33 0.98
N -0.88 1.70 2.30
C -0.56 2.31 3.44
C -0.78 1.52 4.71
O -0.11 3.45 3.49
H -3.97 3.25 -1.67
H -3.24 4.85 -1.93
H -4.15 4.51 -0.44
H -1.38 4.07 -0.77
H -0.34 1.66 0.28
H -0.25 3.25 1.03
H -1.28 0.77 2.36
H -1.84 1.32 4.82
H -0.42 2.11 5.55
H -0.23 0.59 4.64
*
```

Calculated values
**SMILES string**: O=C[C@H](O)[C@H](O)[C@H](O)COP(=O)(O)O.CNC(=O)CNC(C)=O
**Lowest unoccupied orbital energy**: 0.149 eV
**E_HOMO**: -9.23 eV

***

3.
The following is a quantum chemistry calculation of a structure of composition C10H21NO15Y, from OMol25.

```
! RIJCOSX wB97M-V def2-TZVPD def2/J DEFGRID3
* xyz 0 2
Y -0.93 -0.34 -0.71
O -3.91 -3.01 1.02
C -3.89 -1.71 0.86
O -3.08 -1.28 0.07
O -4.63 -1.06 1.58
H -4.63 -2.80 1.62
O 0.11 0.51 -4.74
C -0.14 0.25 -3.45
O 0.61 -0.26 -2.65
O -1.25 0.50 -2.94
H -0.74 0.87 -5.00
O -3.07 3.53 0.14
C -3.12 2.28 0.47
O -2.45 1.55 -0.27
O -3.73 1.85 1.45
H -2.63 3.06 -0.57
O -0.25 -0.57 3.87
C -1.04 -0.20 2.93
O -0.78 -0.22 1.71
O -2.20 0.06 3.24
H -0.64 -0.21 4.67
C 2.74 -0.33 0.03
C 1.93 0.82 0.79
C 2.85 1.97 1.31
O 3.31 2.56 0.08
C 4.05 3.77 0.32
N 0.78 1.36 -0.06
H 3.06 0.24 -0.85
H 2.26 -1.21 -0.40
H 3.59 -0.56 0.66
H 1.51 0.27 1.63
H 3.66 1.50 1.87
H 2.14 2.61 1.84
H 4.60 3.76 1.26
H 3.34 4.57 0.57
H 4.66 3.99 -0.55
H 1.15 2.08 -0.67
H 0.32 2.07 0.50
C -0.09 -3.58 -0.53
C -0.42 -3.20 -1.96
O -1.53 -2.38 -2.02
O 0.31 -2.33 -0.06
H 0.62 -4.40 -0.58
H -0.87 -4.05 0.07
H -0.73 -4.09 -2.52
H 0.56 -2.87 -2.30
H -2.24 -2.89 -2.41
H 0.88 -2.45 0.70
*
```

Calculated values
**Lowest unoccupied orbital energy (spin up / spin down)**: 0.087 / -3.383 eV
**E_HOMO (spin up / spin down)**: -8.46 / -8.00 eV

***

4.
The following is a quantum chemistry calculation of a structure of composition C10H22, from OMol25.

```
! RIJCOSX wB97M-V def2-TZVPD def2/J DEFGRID3
* xyz 0 1
C -2.55 -1.03 -0.75
C -2.22 0.35 -1.40
C -2.09 1.37 -0.10
C -2.27 0.43 1.20
C -2.19 -1.18 0.80
C 2.07 -0.10 0.05
C 3.54 -0.48 0.02
C 1.79 1.39 -0.71
C 1.35 0.27 1.37
C 1.29 -1.10 -0.75
H -3.65 -1.48 -0.57
H -2.00 -1.63 -1.48
H -2.64 0.95 -2.02
H -1.17 0.29 -1.71
H -2.91 2.09 -0.04
H -0.97 1.84 -0.18
H -3.40 0.62 1.61
H -1.60 0.77 2.08
H -3.08 -1.73 1.27
H -1.21 -1.49 0.90
H 3.83 -1.28 -1.02
H 4.45 0.50 -0.14
H 3.67 -1.24 1.04
H 0.80 1.59 -0.91
H 2.09 1.99 0.24
H 2.33 1.47 -1.63
H 0.29 0.79 1.27
H 2.10 0.82 1.96
H 0.78 -0.56 2.06
H 1.42 -1.99 -0.12
H 0.21 -1.00 -0.72
H 1.94 -1.24 -1.61
*
```

Calculated values
**Lowest unoccupied orbital energy**: 0.859 eV
**E_HOMO**: -9.83 eV

***

DFT total energy values, unit eV, following the record order: -31104.4852 -43457.5302 -43956.9102 -10720.1279.
Relative energy (zero: lowest compared OMol25 entry of this formula, charge and spin) values, unit kcal/mol, following the record order: 18.6 17.1 50.2 168.2.